No. 1
39
Properties=species:S:1:pos:R:3 method="wB97M-V/def2-TZVPD" s_squared=6.069 e_lumo_ev="-5.5 / -6.5" largest_force_ev_per_a=5.76 gap_ha="0.254 / 0.224" total_charge=+1 spin_multiplicity=5
Os 0.5548 0.6000 -0.7594
C 1.3298 5.1568 -0.6492
C 1.4992 3.6705 -0.4012
C 2.4627 3.3502 0.7379
O 0.2406 3.0103 -0.2210
C 2.1759 2.9431 -1.6854
O 2.9411 3.5906 -2.3370
O 1.8144 1.7461 -1.7725
H 1.1019 5.6764 0.2823
H 0.5312 5.3515 -1.3624
H 2.2541 5.5605 -1.0562
H 2.1747 3.8940 1.6385
H 3.4769 3.6352 0.4650
H 2.4330 2.2784 0.9433
H -0.3228 3.5488 0.3541
C 3.1311 -1.9526 0.3867
C 1.8590 -1.4453 1.0813
C 2.0538 -1.4142 2.6015
O 1.6159 -0.1376 0.6548
H 3.2784 -3.0083 0.5898
H 3.9886 -1.3975 0.7597
H 3.0473 -1.8022 -0.6885
H 0.9972 -2.0869 0.8243
H 2.9477 -0.8421 2.8350
H 2.1628 -2.4241 2.9822
H 1.1969 -0.9457 3.0771
C -0.9877 -0.5683 -0.5757
C -1.9337 -1.3607 -0.6138
C -3.0506 -2.2003 -0.6622
C -4.3056 -1.6536 -1.0047
C -5.4170 -2.4633 -1.0561
C -5.3069 -3.8234 -0.7818
C -4.0734 -4.3734 -0.4431
C -2.9513 -3.5777 -0.3833
H -4.3706 -0.6019 -1.2354
H -6.3786 -2.0444 -1.3104
H -6.1788 -4.4557 -0.8437
H -4.0015 -5.4294 -0.2297
H -1.9909 -4.0037 -0.1407



No. 2
46
Properties=species:S:1:pos:R:3 method="wB97M-V/def2-TZVPD" e_lumo_ev=2.3 largest_force_ev_per_a=0.44 gap_ha=0.295 total_charge=-1
Na -1.5641 2.0284 -0.1526
O -2.8045 4.8217 -1.1288
As -3.2841 3.3828 -2.1314
O -1.3789 3.0281 -2.1784
O -3.6741 2.2963 -0.9321
C -0.6806 2.1023 -2.8550
C -1.1967 1.4762 -3.9900
C -0.4466 0.5362 -4.6798
C 0.8326 0.2096 -4.2583
C 1.3503 0.8261 -3.1268
C 0.6102 1.7521 -2.4072
S 1.3708 2.4835 -0.9451
O 1.1776 3.9126 -1.0551
O 2.7430 2.0173 -0.9794
O 0.6411 1.9008 0.2113
H -1.8722 5.0072 -1.3040
H -2.1908 1.7337 -4.3327
H -0.8663 0.0609 -5.5587
H 1.4217 -0.5143 -4.8066
H 2.3483 0.6005 -2.7764
O -2.2862 2.6643 2.3497
H -2.8737 2.9911 1.6538
H -1.4121 3.0238 2.1503
C -1.3859 -2.7854 0.2596
As -0.7415 -0.9366 0.1266
C 1.0643 -1.3636 -0.4802
C -0.3684 -0.5824 2.0461
C 0.5423 -1.5527 2.7202
C 1.9234 -1.3513 2.7041
C 2.7826 -2.2617 3.3005
C 2.2799 -3.3937 3.9286
C 0.9086 -3.6031 3.9573
C 0.0509 -2.6909 3.3587
H -1.4979 -3.1818 -0.7497
H -0.6802 -3.4066 0.8122
H -2.3592 -2.8134 0.7497
H 1.4852 -2.1759 0.1131
H 1.6901 -0.4759 -0.3993
H 1.0106 -1.6621 -1.5272
H -1.3396 -0.5289 2.5411
H 0.0656 0.4172 2.0472
H 2.3200 -0.4694 2.2137
H 3.8507 -2.0839 3.2749
H 2.9513 -4.1035 4.3955
H 0.5022 -4.4781 4.4500
H -1.0200 -2.8576 3.3907



No. 3
40
Properties=species:S:1:pos:R:3 method="wB97M-V/def2-TZVPD" e_lumo_ev=0.3 largest_force_ev_per_a=18.90 gap_ha=0.320
C -4.6939 -2.1654 -0.0392
C -3.3196 -2.5239 -0.1800
C -2.2187 -1.5544 -0.7301
H -1.8394 -2.1656 -1.5803
H -2.7560 -0.8690 -1.1980
C -1.3556 -1.5072 0.4192
N -0.3058 -0.6993 0.0876
S 0.6290 -1.0557 -1.5195
O 0.5617 -2.4795 -1.5500
O 0.3325 -0.3884 -2.5871
C 2.2594 -0.3540 -0.9406
C 2.8301 -0.9213 0.0843
C 4.2557 -0.8195 0.3802
C 4.9309 0.3011 -0.3271
C 4.2884 0.6643 -1.6460
C 2.9320 0.2601 -1.6883
H 2.5285 0.4652 -2.6514
H 4.7926 1.2874 -2.1042
H 6.0250 0.6166 -0.1921
H 4.6721 -0.9612 1.5092
Br 1.9655 -2.1746 1.2620
C -0.3299 0.9505 0.2917
C 0.2309 1.3457 1.6249
C -0.7052 2.4688 2.1628
C -1.3049 3.0706 0.4534
H -0.5378 3.5705 0.1317
H -2.2153 3.2625 0.8778
C -1.4954 1.7675 -0.1076
H -2.4365 1.0208 0.4896
H -1.7087 1.7213 -1.0610
H -1.3988 2.1998 2.6393
H -0.0956 3.1802 2.3448
H 1.3256 1.5346 1.5995
H 0.0807 0.2522 2.2126
H 0.4839 1.1772 -0.5805
H -0.8227 -2.1841 0.6711
H -1.7054 -0.9708 1.0963
H -3.1576 -3.4647 0.4487
H -5.5212 -2.7806 0.2791
H -5.2005 -1.0775 -0.3830



No. 4
48
Properties=species:S:1:pos:R:3 method="wB97M-V/def2-TZVPD" s_squared=6.044 e_lumo_ev="-7.0 / -11.5" largest_force_ev_per_a=5.66 gap_ha="0.316 / 0.190" total_charge=+3 spin_multiplicity=5
Pd 6.5116 9.2049 8.7669
Cl 5.0232 16.5272 7.1840
C 5.4776 14.9810 7.3252
C 4.9526 14.2659 8.4642
C 5.5381 12.8867 8.5735
Cl 5.0233 11.9439 9.9330
C 6.5344 12.4238 7.6634
O 6.8669 11.2282 7.6769
C 7.1061 13.3301 6.6355
Cl 8.4448 12.6340 5.5357
C 6.6052 14.5890 6.3599
H 4.2132 14.9509 8.8790
H 6.9603 15.2793 5.5859
C 10.9126 8.3413 8.9234
C 9.4984 8.5095 9.4428
O 8.6195 9.3145 8.9223
N 9.3274 7.9422 10.5923
C 8.1453 8.1887 11.3624
C 6.9249 7.2719 11.0434
C 6.8130 6.0924 11.7303
C 5.5847 5.3949 11.6244
C 4.5680 5.8650 10.8477
C 4.7769 7.0860 10.1465
N 5.9549 7.7226 10.2404
H 11.6437 7.8934 9.6094
H 11.2232 9.3921 8.7921
H 11.0596 7.9054 7.9297
H 10.0551 7.4224 10.9603
H 7.8702 9.2275 11.2370
H 8.3685 7.9446 12.3910
H 7.6232 5.7604 12.3890
H 5.5405 4.5025 12.2594
H 3.6404 5.3100 10.7616
H 4.0245 7.4959 9.4809
N 12.1590 19.0634 5.5761
N 11.3586 18.4642 6.5745
H 11.6686 19.7745 5.0597
H 12.7748 18.4335 5.1466
H 11.3460 17.4281 6.4681
H 11.6035 18.9822 7.4177
N 6.2558 6.8762 5.1799
C 6.7855 7.6768 6.1022
N 7.9398 8.2206 5.8422
O 6.1512 7.8201 7.1814
H 6.8062 6.6765 4.3680
H 5.4665 6.3116 5.3594
H 8.3989 8.1088 4.9505
H 8.5494 8.5997 6.5312



No. 5
42
Properties=species:S:1:pos:R:3 method="wB97M-V/def2-TZVPD" e_lumo_ev="5.2 / 5.4" largest_force_ev_per_a=4.72 gap_ha="0.094 / 0.210" total_charge=-2
Ga -0.0202 0.0074 0.4796
C 2.0394 0.2501 2.2762
C 2.3216 -0.6655 1.1804
C 2.2807 0.0890 -0.0303
H 2.6209 -1.7106 1.2887
C 1.9122 1.4685 0.3117
C 1.8224 1.5597 1.7263
H 1.6878 2.4345 2.3402
H 2.3415 0.1201 3.3124
H 2.7443 -0.2132 -0.9650
H 1.9379 2.2919 -0.3923
C -2.3174 0.1402 1.8289
C -1.7385 1.3790 2.2107
C -1.4132 2.1343 1.0575
H -1.7121 1.7128 3.2487
C -1.7228 1.3209 -0.0968
C -2.3475 0.0860 0.3990
H -2.9687 -0.5805 -0.1905
H -2.7705 -0.5529 2.5135
H -0.9467 3.1180 1.0384
H -1.8197 1.6816 -1.1192
O -0.2084 -1.0842 -1.3363
C -0.2201 -0.6821 -2.7830
C 0.4779 -1.9926 -3.1876
C 0.5535 0.5951 -3.0398
C -1.6748 -0.5993 -3.2029
C 0.4065 -2.3807 -1.7162
H 1.4937 -1.8650 -3.5584
H -0.1083 -2.6272 -3.8474
H -0.2900 -3.1958 -1.4852
H 1.3614 -2.4902 -1.1902
H 0.5423 0.8064 -4.1192
H 1.5987 0.5179 -2.7209
H 0.0968 1.4582 -2.5330
H -1.7809 -0.8129 -4.2740
H -2.0711 0.4033 -2.9990
H -2.2686 -1.3252 -2.6355
O 0.7342 -1.1500 5.2490
Cl 0.0272 -0.1535 4.5051
O -1.3908 -0.1465 4.7951
O 0.5952 1.1695 4.6627
O 0.1943 -0.5166 2.9990



No. 6
39
Properties=species:S:1:pos:R:3 method="wB97M-V/def2-TZVPD" smiles="CC1CCN(C(=O)CSCc2ccc(Cl)cc2)CC1" e_lumo_ev=0.5 largest_force_ev_per_a=16.30 gap_ha=0.309
C 3.6165 -1.0527 -2.8337
H 3.8259 -0.5290 -1.8707
H 3.9248 -0.6175 -3.5680
H 3.9832 -2.1115 -2.8165
C 1.8502 -1.2859 -2.9922
C 1.4116 0.1849 -3.0678
C -0.0510 0.1507 -3.1079
N -0.5870 -0.8476 -1.7720
C -1.2411 -0.1912 -0.8391
O -1.6162 1.1138 -0.9300
C -1.4064 -0.9424 0.5234
H -2.2306 -0.4146 1.0106
H -2.1955 -1.8236 0.1649
S -0.0231 -1.1102 1.5465
C 0.2440 0.5418 1.8414
C -0.6139 1.3408 2.6634
C -1.7952 2.1866 2.1398
C -2.6504 2.6700 2.9651
C -2.6732 2.2650 4.5388
C -1.5534 1.5805 4.9354
C -0.7338 0.8972 4.0728
H 0.2796 0.3842 4.4825
H -1.5515 1.3046 6.0563
Cl -3.7065 3.0886 5.3915
H -3.4911 2.9460 2.7273
H -1.7556 2.2716 1.2307
H 1.1757 0.6727 2.2317
H 0.4742 1.0817 1.0327
C 0.0935 -1.9911 -1.7937
H -0.3392 -2.5008 -0.8181
C 1.5789 -2.0895 -1.6075
H 1.8634 -3.1194 -1.6950
H 1.8859 -1.4811 -0.7278
H -0.4066 -2.5846 -2.6865
H -0.6120 0.9957 -2.9981
H -0.3146 -0.5978 -3.6862
H 1.6078 0.5247 -3.8399
H 1.9025 0.9178 -2.1058
H 1.8299 -1.8281 -3.7984



Computed relative energy (zero: lowest compared OMol25 entry of this formula, charge and spin) (kcal/mol) in order:
22.79 0.00 20.24 50.37 0.00 310.03